Here is C5H5NO2 as an isolated structure at a distorted geometry from the OMol25 dataset. Energies are from ωB97M-V with the def2-TZVPD basis set.

Last column: natural (NBO) charge in e.
Positions of all 13 atoms, in Å:
H1 -0.69 2.08 -1.32  0.230
C1 1.00 0.29 0.07  0.506
C2 -1.20 1.30 -0.75  -0.644
H2 -0.97 -1.08 1.37  0.187
H3 -1.89 0.78 -1.41  0.255
O1 2.20 0.61 -0.30  -0.606
N1 1.89 -2.12 1.43  -0.361
C3 -0.26 0.32 -0.16  -0.163
H4 -1.78 1.77 0.04  0.236
C4 1.09 -1.53 0.82  0.024
H5 2.84 0.47 0.43  0.522
O2 -1.44 -1.78 -0.49  -0.545
C5 -0.78 -1.12 0.28  0.358

Results
ΔE to the lowest compared entry with this formula, charge and spin: 119.0 kcal/mol
DFT total energy: -398.58887 a.u.
E_LUMO: -0.90 eV
frontier orbital gap: 0.33447 Eh

Here is a 2-piece molecular cluster, C4H12N2O3 overall at a distorted geometry from the OMol25 dataset. Energies are from ωB97M-V with the def2-TZVPD basis set.

Last column: natural (NBO) charge in e.
Positions of all 21 atoms, in Å:
O1 -1.31 0.97 0.33  -0.733
O2 0.28 0.49 -2.62  -0.982
H1 1.54 -0.14 1.73  0.206
H2 -0.21 -1.60 2.16  0.350
H3 -1.30 -0.38 2.37  0.368
N1 0.83 1.82 -0.08  -0.850
H4 1.12 -0.12 -2.34  0.522
H5 0.56 1.21 2.33  0.203
N2 -0.33 -0.65 2.48  -0.824
H6 1.82 1.64 0.02  0.376
H7 -1.76 -0.94 -1.08  0.256
H8 -1.36 1.90 0.58  0.490
C1 0.07 0.65 0.33  0.242
C2 -0.87 -1.50 -0.78  -0.736
H9 0.65 2.00 -1.07  0.392
H10 -0.62 -2.27 -1.50  0.229
C3 0.28 -0.56 -0.59  0.682
H11 -0.29 0.05 -3.27  0.482
H12 -1.09 -1.98 0.17  0.241
C4 0.53 0.27 1.77  -0.235
O3 1.45 -0.86 -0.93  -0.680

Results
SMILES: CC(=O)[C@@](N)(O)CN.O
ΔE to the lowest compared entry with this formula, charge and spin: 35.5 kcal/mol
DFT total energy: -494.82094 a.u.
E_LUMO: 0.70 eV
frontier orbital gap: 0.36610 Eh

Here is C7H11F3O8SV as an isolated structure at a distorted geometry from the OMol25 dataset. Energies are from ωB97M-V with the def2-TZVPD basis set.

Last column: Mulliken spin population.
Positions of all 31 atoms, in Å:
O1 15.22 -4.60 8.73  0.001
C1 17.11 -10.22 7.68  0.009
O2 14.89 -8.71 11.31  0.013
H1 15.78 -11.89 7.61  -0.001
H2 19.62 -8.14 14.06  0.001
O3 16.49 -6.66 9.06  -0.002
O4 18.94 -7.25 11.10  0.004
H3 17.31 -9.33 7.08  -0.004
C2 14.73 -7.68 11.93  -0.015
O5 18.35 -9.02 12.12  0.008
F1 18.35 -5.52 6.74  0.000
C3 20.12 -7.84 13.14  0.003
V1 16.92 -8.11 10.50  2.962
H4 20.90 -8.56 12.93  0.000
S1 16.52 -5.24 8.78  0.004
H5 12.64 -7.24 12.11  0.001
H6 15.82 -10.98 6.20  -0.001
F2 17.32 -3.66 6.63  0.000
H7 17.80 -11.02 7.41  0.003
C4 19.11 -8.04 12.04  -0.018
H8 14.94 -10.20 7.53  0.000
O6 17.28 -9.77 8.99  0.015
F3 16.37 -5.50 5.95  0.000
C5 13.46 -7.53 12.77  0.001
H9 13.23 -8.43 13.35  0.000
H10 20.63 -6.87 13.14  0.000
H11 13.62 -6.72 13.48  0.001
C6 17.20 -4.97 6.92  0.000
C7 15.78 -10.85 7.28  0.003
O7 17.42 -4.54 9.69  0.005
O8 15.64 -6.82 11.92  0.009

Results
ΔE to the lowest compared entry with this formula, charge and spin: 22.8 kcal/mol
DFT total energy: -2517.17624 a.u.
2S+1: 4
E_LUMO (alpha / beta): 5.44 / 5.43 eV
total charge: -2
frontier orbital gap (alpha / beta): 0.20418 / 0.24641 Eh

Here is C69H82Ge2MnN2O4S4Si3 as an isolated structure at a distorted geometry from the OMol25 dataset. Energies are from ωB97M-V with the def2-TZVPD basis set.

Last column: Mulliken spin population.
Positions of all 167 atoms, in Å:
H1 1.56 8.38 2.73  0.000
C1 7.60 4.19 3.13  0.000
H2 -0.56 1.63 -3.94  -0.003
C2 7.56 3.29 0.88  0.002
H3 3.23 8.73 -1.20  0.000
H4 1.55 -1.69 -5.43  0.000
H5 -2.61 -5.66 0.31  0.000
H6 -4.16 0.84 2.72  0.001
H7 0.61 -1.90 -3.94  -0.004
H8 6.73 5.61 -3.02  0.000
C3 2.89 6.04 -2.86  0.000
C4 2.69 5.92 0.64  -0.001
O1 2.92 -6.13 4.32  0.001
C5 1.91 -4.96 2.07  0.001
H9 7.16 0.39 4.35  0.000
C6 8.36 -0.89 -0.64  0.000
H10 5.62 5.60 0.25  0.000
H11 -0.51 2.01 2.92  0.001
C7 2.92 8.13 -0.36  0.000
C8 2.39 8.73 0.78  0.000
H12 -4.80 -1.45 -2.73  0.001
H13 -3.43 3.36 -3.32  -0.002
H14 3.15 4.10 5.58  0.000
C9 3.06 6.74 -0.44  0.000
C10 5.95 0.51 -0.24  0.001
H15 -5.35 0.59 0.91  0.001
C11 -2.20 0.73 -0.47  -0.193
C12 -2.88 -4.62 0.22  -0.002
H16 9.29 -1.43 -0.80  0.000
C13 -3.13 0.52 2.53  0.011
C14 7.74 4.35 1.75  -0.001
H17 8.29 2.67 -1.06  0.000
C15 0.69 3.32 6.39  0.000
H18 -4.41 2.11 -2.54  0.000
C16 7.80 5.37 4.05  0.000
C17 0.38 5.50 3.27  0.000
H19 2.31 -5.96 1.99  0.000
H20 0.21 1.85 1.32  0.016
C18 -1.99 -3.73 -0.36  0.040
C19 1.39 6.22 -2.81  0.000
C20 -3.58 2.81 -2.38  -0.010
H21 -1.12 4.29 -2.04  0.000
C21 0.06 4.72 4.38  0.000
H22 3.17 -0.03 -4.78  0.000
C22 5.54 5.12 -5.42  0.000
H23 4.31 -4.06 -0.72  0.000
H24 7.37 5.17 5.04  0.000
H25 -3.15 -0.54 2.24  -0.003
C23 1.39 -4.33 0.97  0.006
C24 2.37 4.48 4.92  0.000
C25 2.72 -1.77 -3.62  -0.006
C26 7.10 1.85 2.77  0.001
C27 -0.64 2.26 1.86  0.027
H26 -1.02 -4.06 -0.70  0.006
C28 0.83 -2.42 2.37  -0.012
C29 2.73 5.27 3.84  0.000
C30 4.17 5.70 3.65  -0.001
C31 5.88 6.32 -0.53  -0.001
C32 6.02 -0.57 -1.15  0.000
C33 1.54 -2.18 -4.45  0.005
H27 8.86 5.59 4.18  0.000
H28 -0.58 3.35 1.76  -0.006
Si1 -2.28 1.60 1.20  -0.003
H29 7.19 2.79 4.69  0.000
H30 -1.64 6.17 3.03  0.000
H31 -3.37 3.62 2.12  -0.001
H32 -2.12 0.81 -4.13  0.004
H33 3.91 -2.70 0.33  0.001
H34 -2.57 0.58 3.47  0.000
C34 3.45 -0.62 -3.92  -0.002
C35 -3.37 3.15 1.13  -0.013
H35 9.20 0.48 0.78  0.000
C36 -4.41 -2.81 0.45  -0.001
N1 2.53 -4.99 4.46  0.000
H36 0.19 -0.73 3.57  0.003
H37 0.21 3.11 -1.91  -0.004
H38 1.38 -2.60 4.44  0.000
H39 0.72 3.91 7.31  0.000
C37 7.22 -1.25 -1.34  0.000
C38 5.34 0.98 -3.57  0.000
H40 -6.22 -0.22 -0.42  -0.001
S1 4.11 2.68 1.96  -0.003
H41 4.65 5.15 2.84  0.000
H42 2.31 9.81 0.84  0.000
C39 5.05 6.08 -1.77  0.002
C40 7.22 2.03 1.40  -0.003
Mn1 -0.65 -0.86 -0.22  4.179
C41 -3.48 -1.97 -0.16  0.017
Si2 -3.75 -0.22 -0.83  0.017
C42 3.12 -2.54 -2.54  0.006
C43 7.70 3.48 -0.61  -0.001
H43 2.92 5.52 -4.93  0.000
Ge1 4.21 1.47 0.11  0.015
H44 1.13 7.19 -2.37  0.000
C44 4.18 -2.16 -1.72  0.002
C45 2.13 6.54 1.77  -0.001
O2 -0.58 -0.64 1.73  -0.007
C46 1.99 7.93 1.84  0.000
H45 7.32 6.26 3.64  0.000
H46 5.17 4.14 -5.76  0.000
H47 6.37 0.91 -3.21  0.000
C47 4.53 -0.23 -3.14  0.000
H48 7.04 -0.32 2.73  0.000
C48 0.87 -3.01 1.06  0.026
S2 2.52 -0.11 0.29  0.020
C49 8.31 0.17 0.24  0.000
C50 1.40 -3.07 3.46  -0.008
H49 -0.96 5.41 1.58  0.000
N2 -2.27 -2.43 -0.52  -0.044
H50 7.99 5.33 1.35  0.000
H51 0.93 5.45 -2.19  0.000
H52 8.19 4.43 -0.83  0.000
O3 2.59 -4.39 5.51  0.001
H53 1.39 2.49 6.50  0.000
C51 5.65 5.72 -2.97  -0.001
H54 2.58 -3.45 -2.31  0.000
H55 7.25 -2.07 -2.05  0.000
C52 -0.79 3.37 -1.54  0.021
C53 -1.32 1.04 -3.42  0.029
H56 6.94 6.22 -0.76  0.000
S3 3.63 3.08 -1.28  -0.011
C54 1.95 -4.31 3.31  0.007
C55 4.52 -3.01 -0.52  0.000
H57 5.63 0.45 3.46  0.000
H58 -0.98 4.54 4.61  0.000
H59 1.36 -4.83 0.01  0.000
H60 -3.90 3.53 -1.62  -0.001
H61 -0.32 2.91 6.29  0.000
S4 1.05 0.53 -1.02  -0.246
H62 6.72 3.48 -1.10  0.000
C56 4.87 -0.98 -2.01  0.000
H63 4.74 5.52 4.57  0.000
C57 -5.38 0.45 -0.18  -0.014
H64 -5.59 1.42 -0.63  -0.001
C58 6.72 0.51 3.36  0.000
H65 5.35 1.06 -4.66  0.000
H66 -4.41 2.93 0.86  -0.001
O4 0.45 -2.40 0.02  0.094
H67 1.52 -3.26 -4.61  0.000
H68 4.23 6.77 3.41  0.000
C59 3.52 5.67 -4.04  0.000
C60 1.05 4.17 5.19  0.001
Si3 -1.96 1.95 -1.88  0.015
H69 -0.85 0.10 -3.11  -0.011
H70 -3.08 -1.14 -3.02  -0.003
C61 4.90 5.51 -4.12  0.000
H71 -0.48 7.04 2.01  0.000
C62 3.67 6.23 -1.71  -0.001
C63 -0.74 6.07 2.43  0.000
H72 5.57 -2.90 -0.24  0.000
H73 -4.81 -4.80 1.15  0.000
C64 1.73 5.73 2.96  0.000
H74 0.97 6.16 -3.81  0.000
H75 -2.98 3.88 0.41  0.000
C65 -4.10 -4.14 0.67  0.002
H76 5.70 7.32 -0.13  0.000
Ge2 2.42 3.83 0.66  -0.011
H77 4.91 1.90 -3.17  0.000
H78 -5.37 -2.40 0.76  0.001
H79 6.63 5.05 -5.32  0.000
H80 5.32 5.85 -6.20  0.000
C66 0.12 -1.19 2.58  0.048
C67 -4.00 -0.70 -2.63  0.010
C68 7.29 2.93 3.62  0.000
H81 -0.68 3.57 -0.47  -0.005
C69 7.12 0.88 0.45  -0.001
H82 -4.25 0.15 -3.28  0.001

Results
ΔE to the lowest compared entry with this formula, charge and spin: 60.7 kcal/mol
DFT total energy: -10855.38181 a.u.
2S+1: 5
E_LUMO (alpha / beta): 0.60 / 1.15 eV
total charge: -1
frontier orbital gap (alpha / beta): 0.15782 / 0.17808 Eh

Here is C45H46N6OS4TeTi as an isolated structure at a distorted geometry from the OMol25 dataset. Energies are from ωB97M-V with the def2-TZVPD basis set.

Last column: natural (NBO) charge in e.
Positions of all 104 atoms, in Å:
C1 1.77 1.45 -4.31  -0.208
C2 -3.72 -3.94 -1.31  -0.230
C3 -5.19 1.87 2.32  -0.634
C4 -3.08 -2.74 -0.96  -0.139
N1 1.17 -3.93 2.13  -0.506
H1 -2.19 -1.67 2.52  0.252
C5 -6.73 2.57 -1.60  -0.227
H2 4.97 -0.93 -0.64  0.221
C6 1.95 1.72 -1.94  -0.124
H3 -5.14 3.43 -3.40  0.213
H4 1.86 -4.47 2.61  0.413
H5 -5.51 2.66 3.00  0.220
N2 -1.22 0.93 -1.47  -0.946
C7 2.74 -2.41 1.01  0.284
C8 -2.47 -0.64 2.28  -0.585
N3 3.07 -1.63 0.02  -0.392
H6 1.47 0.85 -5.16  0.222
H7 -3.71 4.07 4.15  0.216
H8 -3.09 0.17 -3.12  0.232
C9 -5.37 -3.67 0.43  -0.266
C10 -3.33 7.67 0.99  -0.228
C11 2.66 3.49 -3.39  -0.226
S1 -1.66 -2.28 -1.90  -0.231
C12 -3.61 9.18 2.98  -0.627
H9 -8.85 0.29 -1.08  0.221
H10 -2.44 3.42 3.12  0.223
C13 -3.07 5.28 1.21  -0.206
H11 -0.62 -5.00 2.68  0.227
C14 4.43 -1.52 0.07  -0.077
C15 -1.11 0.74 3.87  -0.216
H12 3.07 4.48 -3.53  0.212
H13 -7.52 1.17 1.35  0.198
C16 0.55 2.22 3.02  -0.252
H14 -5.62 0.93 2.68  0.205
H15 -2.81 9.43 3.68  0.217
C17 -3.64 -2.02 0.11  -0.288
H16 -4.11 1.80 2.38  0.219
H17 -5.29 -5.34 -0.94  0.213
H18 -3.31 -0.37 2.93  0.234
H19 -7.13 2.73 -2.60  0.202
S2 0.93 -0.69 -2.83  -0.205
C18 -4.77 -2.48 0.77  -0.141
C19 -3.24 6.70 3.15  -0.232
H20 -4.55 9.22 3.53  0.219
H21 -5.20 -1.87 1.57  0.204
C20 0.88 2.34 0.53  -0.577
C21 -4.83 -4.40 -0.63  -0.192
H22 -9.20 1.77 -1.96  0.215
Te1 -2.89 3.37 0.31  0.500
H23 -1.75 -3.17 1.00  0.248
H24 -6.25 -4.02 0.95  0.213
C22 -1.34 0.30 2.56  0.236
H25 1.55 3.15 0.81  0.224
H26 -4.88 4.83 -2.37  0.219
H27 3.87 -3.41 2.52  0.409
O1 -1.18 2.77 -2.80  -0.612
H28 -1.71 0.34 4.68  0.217
C23 -0.18 -4.19 2.13  -0.089
H29 -2.44 7.23 -1.44  0.217
H30 -3.24 6.81 4.23  0.198
C24 -0.13 1.68 4.10  -0.152
H31 5.93 -2.42 1.46  0.222
C25 -0.73 -3.26 1.31  -0.079
C26 -8.86 1.38 -1.01  -0.627
C27 -3.06 5.44 2.61  -0.038
C28 -2.80 4.33 3.59  -0.636
H32 -2.95 1.58 -4.23  0.224
H33 -3.31 -4.52 -2.13  0.226
H34 -2.65 5.48 -1.50  0.244
H35 -3.65 3.58 -2.45  0.246
H36 2.80 3.56 -1.26  0.207
H37 -9.59 1.64 -0.24  0.216
C29 -3.40 7.83 2.36  0.004
H38 0.10 2.71 -0.14  0.286
H39 -2.06 4.66 4.32  0.210
N4 -0.62 0.75 1.53  -0.465
C30 0.26 1.74 1.75  0.245
C31 -3.16 6.42 0.40  -0.020
H40 -3.42 8.54 0.35  0.201
C32 1.58 0.93 -3.03  -0.167
C33 2.30 2.71 -4.49  -0.189
Ti1 -0.41 -0.44 -0.83  1.242
H41 0.07 2.03 5.10  0.222
C34 -5.44 3.04 -1.32  -0.028
H42 1.28 3.01 3.14  0.227
C35 -4.73 3.75 -2.44  -0.646
C36 -1.57 1.63 -2.61  0.669
C37 -6.94 1.70 0.59  -0.233
N5 0.25 -2.42 0.81  -0.473
N6 3.84 -2.83 1.71  -0.518
H43 2.42 3.10 -5.49  0.212
H44 -4.05 6.54 -1.56  0.216
H45 -1.74 0.27 -4.22  0.253
C38 4.93 -2.26 1.10  -0.097
C39 1.38 -2.86 1.32  0.327
C40 -2.41 0.87 -3.60  -0.709
S3 -2.92 -0.47 0.54  0.384
C41 -7.49 1.90 -0.66  0.008
C42 -5.67 2.14 0.92  -0.027
C43 -4.91 2.84 -0.04  -0.194
S4 1.75 1.01 -0.33  0.352
H46 -3.65 9.96 2.22  0.214
C44 2.50 2.98 -2.12  -0.218
C45 -3.07 6.40 -1.11  -0.648

Results
DFT total energy: -4856.52485 a.u.
E_LUMO: -0.08 eV
frontier orbital gap: 0.24877 Eh

Here is C38H38F18GeN4O3SbSiTi as an isolated structure at a distorted geometry from the OMol25 dataset. Energies are from ωB97M-V with the def2-TZVPD basis set.

Last column: Mulliken spin population.
Positions of all 105 atoms, in Å:
C1 7.46 11.87 15.96  0.004
H1 4.83 14.01 19.89  0.000
C2 6.01 15.71 19.35  0.000
Sb1 10.85 6.98 13.03  0.000
H2 10.43 10.83 9.83  -0.007
H3 11.22 13.18 16.71  0.000
H4 15.29 9.14 19.29  0.000
F1 10.06 6.83 14.78  0.000
Ge1 9.75 11.09 18.65  -0.004
H5 7.96 9.85 7.36  0.000
H6 7.38 12.39 23.09  0.000
H7 7.00 9.70 12.07  -0.015
H8 10.26 14.69 16.62  0.000
H9 8.85 15.59 17.52  0.000
C3 7.59 15.38 13.99  0.000
H10 7.86 10.82 21.24  0.000
F2 6.43 14.90 14.51  0.000
C4 9.51 11.97 20.41  0.000
H11 11.13 13.27 19.99  0.000
O1 10.08 11.23 14.54  -0.006
H12 6.52 11.57 16.43  0.002
N1 7.20 8.72 10.24  0.001
C5 8.29 8.28 9.35  0.000
F3 12.83 12.95 13.35  0.001
F4 5.87 15.52 11.95  0.000
C6 6.59 8.20 18.82  0.000
C7 6.57 14.34 11.94  -0.006
O2 12.08 10.94 15.55  0.000
H13 8.87 14.27 23.51  0.000
Ti1 9.10 11.59 12.85  0.894
H14 14.86 11.50 18.74  0.000
H15 12.55 12.32 18.41  0.000
F5 7.46 16.71 13.86  0.000
H16 7.78 7.88 8.45  0.000
C8 8.49 11.68 21.36  0.000
Si1 8.78 12.69 17.11  -0.009
C9 7.65 13.91 17.98  0.001
H17 6.03 9.28 8.54  0.000
C10 10.12 13.86 21.81  0.000
H18 6.19 12.42 18.54  0.000
H19 9.81 8.69 16.73  0.000
F6 12.86 10.84 12.70  0.000
C11 8.90 15.45 11.80  0.006
C12 11.41 11.32 14.58  0.000
C13 5.72 14.36 19.38  0.000
C14 14.03 10.80 18.84  0.000
H20 7.89 10.97 15.47  0.000
F7 8.56 15.19 14.94  0.000
H21 5.33 16.42 19.81  0.000
F8 11.03 12.16 12.32  0.026
H22 9.05 11.15 7.95  0.000
C15 7.90 14.61 12.66  0.015
H23 6.43 6.30 17.78  0.000
H24 13.33 7.46 19.31  0.000
C16 10.32 13.05 20.69  0.000
C17 9.08 13.60 22.69  0.000
C18 8.92 8.56 17.35  0.001
C19 7.96 15.28 18.03  0.001
F9 8.23 16.25 10.98  0.000
C20 7.83 11.49 10.26  0.066
F10 10.12 8.88 12.90  0.010
C21 12.14 11.80 13.33  0.012
H25 8.35 8.54 11.92  0.006
C22 8.24 12.50 22.45  0.000
N2 9.21 9.37 8.97  0.000
F11 9.70 16.19 12.60  0.000
F12 9.21 6.30 12.29  0.000
O3 8.47 13.31 12.92  0.035
H26 8.82 7.47 9.86  0.000
H27 10.86 14.60 22.01  0.000
H28 10.18 13.55 15.28  0.000
H29 7.26 12.67 15.21  -0.005
C23 7.79 9.34 11.41  0.035
N3 7.27 10.89 9.05  -0.002
H30 8.44 12.37 10.02  -0.026
C24 7.37 9.33 19.00  0.000
C25 8.15 7.41 17.16  0.000
F13 9.68 14.64 11.02  0.001
C26 8.40 10.35 8.25  0.001
H31 7.41 17.23 18.64  0.000
C27 13.17 8.54 19.16  0.000
C28 6.49 13.49 18.61  -0.001
F14 6.79 14.01 10.67  0.000
F15 12.40 7.90 13.80  0.000
C29 14.27 9.45 19.15  0.000
C30 6.46 9.71 9.48  0.004
H32 5.64 10.02 10.15  0.000
C31 11.90 9.05 19.05  0.000
H33 5.67 8.12 19.39  0.000
N4 8.71 10.49 11.03  -0.071
C32 9.84 9.97 10.12  0.033
H34 10.44 9.21 10.65  0.004
C33 7.00 7.20 17.92  0.000
F16 11.55 5.24 13.26  0.000
H35 8.46 6.72 16.36  0.000
C34 12.73 11.27 18.64  0.000
F17 5.79 13.41 12.50  0.000
C35 7.13 16.18 18.68  0.000
F18 11.54 7.07 11.25  0.000
H36 7.01 11.78 10.92  -0.007
C36 8.62 9.50 18.36  0.000
H37 11.05 8.37 19.19  0.000
H38 7.05 10.11 19.70  0.000
C37 10.25 13.63 16.37  0.002
C38 11.64 10.40 18.78  0.001

Results
ΔE to the lowest compared entry with this formula, charge and spin: 0.0 kcal/mol
DFT total energy: -7169.50519 a.u.
2S+1: 2
E_LUMO (alpha / beta): -2.17 / -1.79 eV
frontier orbital gap (alpha / beta): 0.22448 / 0.23865 Eh